1.
DFT (wB97M-V/def2-TZVPD) results for a 7-piece molecular cluster, C42H56FN6O2S overall.

Results
LUMO energy: -2.24 eV
Total charge: +1

Structure (XYZ):
```
108
C42H56FN6O2S | OMol25 | wB97M-V/def2-TZVPD
S -0.364 1.527 -2.989
F -3.241 -0.788 -0.516
O -0.584 4.812 -3.150
O 6.555 0.808 -1.680
N 12.012 2.749 -0.635
N -9.820 0.691 0.103
N -2.465 -4.016 6.739
N 5.848 -1.382 -4.873
N -7.506 -2.588 4.123
N -5.211 1.369 2.120
C 8.719 1.587 -1.070
C -4.741 -3.272 6.876
C 14.233 3.011 -1.493
C -3.234 -2.815 8.664
C -2.253 -3.473 7.935
C 12.262 1.450 -0.484
C 7.394 1.956 -1.689
C 4.169 0.496 -1.457
C -10.010 0.467 -1.196
C -4.504 -2.711 8.120
C -11.952 -0.857 -0.803
C -2.060 1.247 -0.758
C -5.123 -3.252 2.834
C 0.419 2.881 -2.094
C -1.107 0.508 -1.686
C 3.074 -0.199 -2.258
C 14.479 1.657 -1.331
C 6.482 -3.684 -4.709
C 2.419 0.738 -3.286
C -5.061 1.816 3.368
C -10.688 0.143 0.951
C -6.433 1.427 1.590
C -6.099 2.339 4.122
C -7.537 1.927 2.263
C 12.989 3.506 -1.131
C 5.067 -1.706 -5.902
C -7.126 -3.857 3.978
C 6.541 -2.361 -4.295
C -5.950 -4.239 3.348
C -6.697 -1.651 3.633
C -5.502 -1.929 2.985
C 0.953 0.388 -3.573
C 5.664 -4.008 -5.779
C -11.055 -0.295 -1.697
C 13.472 0.859 -0.814
C -2.689 0.264 0.214
C -3.693 -3.915 6.233
C 4.940 -2.997 -6.392
C -11.764 -0.634 0.552
C -0.535 4.077 -1.954
C -7.364 2.395 3.555
C 5.322 0.971 -2.348
H 3.744 1.331 -0.889
H -7.792 -4.605 4.394
H -4.893 -1.116 2.615
H 4.297 -3.200 -7.237
H 7.172 -2.070 -3.463
H -9.293 0.921 -1.871
H -12.780 -1.457 -1.154
H 12.766 4.561 -1.242
H 2.314 -0.604 -1.581
H -11.160 -0.440 -2.763
H -6.546 1.037 0.584
H -1.943 -0.159 0.891
H -5.918 2.682 5.131
H -2.848 1.743 -1.330
H 1.231 3.218 -2.739
H -4.064 1.741 3.789
H -1.530 3.783 -1.616
H -4.195 -3.511 2.340
H -7.018 -0.622 3.764
H 5.596 -5.029 -6.133
H -1.646 -0.263 -2.238
H 3.515 -1.052 -2.781
H -1.529 2.001 -0.173
H 5.326 0.365 -3.263
H -3.485 0.742 0.788
H 0.744 0.288 -4.637
H 0.834 2.520 -1.152
H 7.529 2.307 -2.719
H 7.070 -4.438 -4.204
H -12.435 -1.054 1.289
H -8.500 1.921 1.772
H -5.715 -3.214 6.408
H -1.249 -3.570 8.333
H 14.987 3.676 -1.891
H 4.525 -0.889 -6.369
H 8.577 1.254 -0.041
H -8.202 2.787 4.117
H -1.340 4.555 -3.688
H 0.689 -0.558 -3.099
H 13.617 -0.203 -0.666
H 2.954 0.697 -4.235
H 4.591 -0.198 -0.729
H -3.001 -2.397 9.634
H -0.287 0.041 -1.136
H 6.913 2.764 -1.120
H -3.845 -4.365 5.260
H 2.529 1.766 -2.940
H -5.692 -5.287 3.274
H 9.401 2.438 -1.070
H 5.190 2.021 -2.638
H 9.175 0.772 -1.635
H -0.109 4.722 -1.184
H -5.296 -2.204 8.657
H 11.452 0.853 -0.079
H 15.438 1.233 -1.601
H -10.512 0.329 2.006
```

Results of the Löwdin charge analysis, in e, for atoms 1 through 99: S 1.1852; F -0.0524; O -0.0370; O -0.1565; N 0.0502; N 0.0456; N 0.0514; N 0.0458; N 0.0590; N 0.0250; C -0.0858; C -0.0654; C -0.0720; C -0.0755; C -0.1594; C -0.1601; C -0.2816; C -0.1667; C -0.1535; C -0.0773; C -0.0725; C -0.2091; C -0.0852; C -0.3197; C -0.3472; C -0.1985; C -0.0779; C -0.0630; C -0.2106; C -0.1584; C -0.1507; C -0.1476; C -0.0677; C -0.0666; C -0.1519; C -0.1631; C -0.1641; C -0.1414; C -0.0883; C -0.1467; C -0.0661; C -0.2997; C -0.0725; C -0.0706; C -0.0706; C -0.1917; C -0.1542; C -0.0724; C -0.0647; C -0.2956; C -0.0666; C -0.2346; H 0.1112; H 0.1062; H 0.0760; H 0.1021; H 0.1091; H 0.1013; H 0.1082; H 0.1031; H 0.1059; H 0.1023; H 0.1071; H 0.1296; H 0.1054; H 0.1263; H 0.0970; H 0.1060; H 0.1068; H 0.1064; H 0.0908; H 0.1088; H 0.1065; H 0.1167; H 0.1173; H 0.0924; H 0.0870; H 0.0920; H 0.1147; H 0.1212; H 0.1054; H 0.1049; H 0.0742; H 0.0880; H 0.1017; H 0.1020; H 0.0989; H 0.0814; H 0.1107; H 0.0995; H 0.0877; H 0.1016; H 0.1197; H 0.1218; H 0.1004; H 0.1079; H 0.1206; H 0.0862; H 0.0862

2.
DFT (wB97M-V/def2-TZVPD) results for C42H56Ge2NO5Si2W as an isolated structure.

Results
2S+1: 2
LUMO energy (spin up / spin down): -7.76 / -9.06 eV
Expectation value of S²: 0.7604
Total charge: +2

Structure (XYZ):
```
109
C42H56Ge2NO5Si2W | OMol25 | wB97M-V/def2-TZVPD
W 0.061 -0.037 -0.215
Ge -1.620 1.202 1.073
Ge -3.049 1.258 3.109
Si 0.163 -2.290 1.381
Si -2.051 -1.534 -1.072
O 2.039 3.469 -0.870
O 3.180 0.618 -1.131
O 1.817 -0.596 0.096
O 1.081 0.774 2.205
O 0.797 1.701 -0.346
N 1.374 2.837 -4.492
C -2.374 -5.685 -0.645
C 0.721 -0.326 -2.350
C -0.186 -2.256 3.289
C 2.761 3.050 -4.964
C 3.154 0.990 1.257
C 2.433 0.304 2.427
C -0.880 -4.942 1.071
C -4.398 2.705 3.398
C 2.750 0.299 -0.043
C -2.574 1.560 -1.671
C 2.450 2.382 1.237
C 1.248 1.937 -3.296
C -0.573 5.148 -0.310
C -1.793 -3.353 -0.489
C -0.973 -3.638 0.599
C 0.450 2.484 -5.586
C 2.085 2.262 3.722
C 1.287 0.419 -3.425
C -3.392 1.971 -2.709
C -4.694 2.359 -2.446
C 1.407 2.181 2.353
C -0.912 3.812 -0.199
C -4.319 1.972 -0.109
C 2.827 0.917 3.772
C -1.260 3.232 1.018
C -0.617 5.973 0.799
C -1.037 5.443 2.008
C 1.642 -2.334 -3.478
C -5.159 2.344 -1.143
C -2.484 -4.388 -1.110
C -1.338 4.092 2.116
C -3.013 1.561 -0.349
C 0.974 -1.718 -2.431
C -1.757 1.313 4.620
C -1.578 -5.960 0.454
C -3.896 -1.278 -0.517
C 2.129 -1.570 -4.517
C 1.746 2.588 -0.103
C 1.876 -3.240 1.251
C -2.198 -1.709 -3.010
C -3.936 -0.516 3.250
C 1.961 -0.198 -4.472
H 0.624 -2.387 -1.631
H 2.471 -0.781 2.389
H 2.383 0.374 -5.281
H -3.025 1.986 -3.724
H 0.302 2.213 -2.815
H 2.065 2.224 -2.622
H -2.225 0.903 5.509
H -5.342 2.667 -3.251
H -3.166 -2.126 -3.276
H -4.531 2.805 4.473
H -2.909 -6.480 -1.138
H 0.514 2.798 2.269
H -1.446 2.324 4.859
H -1.492 -6.968 0.828
H 3.209 2.130 -5.331
H -0.874 0.719 4.403
H 0.517 3.220 -6.386
H 4.236 1.053 1.352
H 3.903 1.032 3.857
H 1.083 3.757 -4.138
H -0.375 -3.275 3.620
H 2.764 3.792 -5.764
H -1.534 1.229 -1.879
H -4.452 -0.640 -1.199
H 2.747 3.121 3.809
H 1.765 -3.406 -3.472
H -0.254 -5.160 1.922
H -3.320 -1.309 2.832
H -4.392 -2.247 -0.497
H -3.996 -0.845 0.477
H -2.101 -0.766 -3.541
H -0.254 5.543 -1.264
H 0.657 -1.885 3.868
H 2.278 -3.215 0.236
H -5.360 2.432 2.974
H 2.657 -2.875 1.917
H 1.330 2.330 4.502
H 3.127 3.218 1.412
H 2.473 0.298 4.596
H -1.112 6.084 2.873
H -0.575 2.465 -5.221
H -1.059 -1.669 3.569
H -3.107 -4.184 -1.966
H -0.895 3.200 -1.094
H -4.102 3.669 2.994
H -4.106 -0.739 4.299
H -0.333 7.012 0.718
H 0.686 1.499 -5.984
H -4.671 1.975 0.910
H 3.375 3.422 -4.145
H -6.177 2.630 -0.936
H -1.442 -2.386 -3.401
H 2.652 -2.032 -5.338
H 1.729 -4.290 1.494
H -4.902 -0.536 2.756
H -1.636 3.700 3.081
```

Results of the Löwdin charge analysis, in e, for atoms 1 through 99: W 1.4833; Ge 0.8072; Ge 0.7632; Si 0.7132; Si 0.6321; O 0.1464; O 0.1661; O -0.2699; O -0.1823; O -0.2674; N -0.1632; C -0.0497; C -0.1758; C -0.1492; C 0.0283; C -0.0394; C -0.2437; C -0.0997; C -0.2037; C -0.5120; C -0.2159; C -0.0377; C -0.0785; C -0.0668; C -0.3345; C -0.3245; C 0.0214; C -0.0633; C -0.1874; C -0.0709; C -0.0573; C -0.2334; C -0.1388; C -0.0979; C -0.0606; C -0.3206; C -0.0592; C -0.0581; C -0.0415; C -0.0445; C -0.0879; C -0.1395; C -0.4007; C -0.1462; C -0.2378; C -0.0516; C -0.1622; C -0.0275; C -0.5007; C -0.1605; C -0.1705; C -0.2407; C -0.0339; H 0.0799; H 0.1258; H 0.0924; H 0.1010; H 0.1175; H 0.1090; H 0.0282; H 0.1138; H 0.0427; H 0.0344; H 0.1159; H 0.1156; H 0.0121; H 0.1166; H 0.0989; H -0.0068; H 0.1163; H 0.1795; H 0.1303; H 0.1924; H 0.0451; H 0.1175; H 0.0464; H 0.0353; H 0.1321; H 0.1234; H 0.0990; H -0.0024; H 0.0457; H -0.0027; H 0.0158; H 0.1077; H 0.0282; H 0.0309; H 0.0194; H 0.0283; H 0.1173; H 0.1772; H 0.1254; H 0.1134; H 0.1081; H 0.0048; H 0.1036; H 0.0723; H 0.0179; H 0.0266

3.
DFT (wB97M-V/def2-TZVPD) results for C42H56N6O8P2Sc as an isolated structure.

Results
LUMO energy: -2.42 eV
Energy relative to the best compared isomer or geometry (same formula, charge and spin): 84.12 kJ/mol
Total charge: +1

Structure (XYZ):
```
115
C42H56N6O8P2Sc | OMol25 | wB97M-V/def2-TZVPD
Sc 4.005 -3.734 21.022
P 0.049 -3.883 19.683
P 2.179 -5.918 19.414
O -1.230 -3.771 20.613
O 2.807 -5.532 20.726
O 4.961 -1.869 22.454
O 2.716 -4.991 18.292
O 1.228 -3.112 20.150
O 2.491 -7.383 18.982
O 4.119 -2.251 19.703
O -0.551 -3.415 18.314
N 2.465 -2.800 22.456
N 8.058 -2.258 17.379
N 5.379 -4.812 22.379
N 5.352 -5.059 19.712
N 6.253 0.736 20.020
N 5.003 -2.361 18.712
C 4.707 0.518 22.686
C 6.470 -6.518 18.371
C 6.303 -5.267 25.970
C 1.720 -9.644 18.876
C 3.941 -6.707 25.932
C 5.915 -5.961 27.086
C 5.984 -4.449 23.664
C 2.148 -1.530 22.108
C 4.359 -6.035 24.781
C 1.932 -3.277 23.580
C 4.936 -0.886 23.183
C 7.111 -1.842 17.862
C 5.059 -1.029 24.656
C 5.282 -1.283 27.405
C -0.216 -0.969 18.768
C 6.143 -0.272 19.481
C -2.467 -1.925 18.123
C 5.899 -6.074 20.474
C -2.545 -5.443 21.712
C 5.694 -5.349 18.456
C 5.678 -0.019 25.401
C 5.967 -1.467 18.702
C 0.421 -5.639 19.463
C -1.486 -4.374 21.894
C 4.637 -2.263 26.672
C 6.591 -6.992 19.663
C 2.825 -4.925 16.831
C -1.890 -3.274 22.843
C 0.858 -1.196 24.114
C 2.924 -6.284 16.203
C 1.747 -4.020 16.259
C 4.718 -6.659 27.077
C 5.788 -0.161 26.778
C 5.532 -5.283 24.811
C 2.325 -8.609 19.778
C 4.514 -2.128 25.300
C 1.343 -0.731 22.878
C 1.168 -2.517 24.445
C -0.956 -2.036 17.976
C 3.681 -8.986 20.341
C 5.923 -5.872 21.850
C 0.010 -0.326 25.003
H 5.630 1.093 22.739
H -0.026 -5.978 18.527
H 6.495 -5.962 27.997
H 3.974 0.986 23.329
H 3.751 -6.071 23.883
H -2.974 -2.693 17.556
H -2.714 -2.041 19.170
H 3.540 -9.874 20.957
H -0.032 -6.213 20.267
H -1.017 -0.697 24.987
H 6.271 0.634 27.358
H 4.403 0.552 21.637
H -0.515 -0.009 18.361
H 3.979 -2.875 24.734
H 0.833 -2.961 25.386
H 6.924 -6.958 17.490
H 5.473 -4.700 17.632
H 2.171 -4.296 23.853
H 0.010 0.705 24.669
H -2.765 -5.830 22.703
H -0.537 -4.813 22.268
H 1.646 -10.581 19.419
H 1.143 0.287 22.538
H 1.640 -3.122 16.855
H -1.821 -3.619 23.872
H 0.376 -0.372 26.034
H 1.997 -6.809 16.391
H -0.486 -1.005 19.833
H -3.446 -4.987 21.308
H 3.769 -4.398 16.695
H 4.114 -8.176 20.926
H 4.239 -3.138 27.160
H 0.724 -9.357 18.526
H -0.691 -1.942 16.927
H 0.799 -4.513 16.151
H 3.075 -6.172 15.131
H 2.064 -3.712 15.281
H -2.241 -6.252 21.054
H -2.790 -0.950 17.772
H 1.625 -8.394 20.600
H 7.220 -7.804 20.026
H 0.862 -1.037 18.694
H 2.552 -1.177 21.170
H 4.349 -9.233 19.509
H -2.921 -2.988 22.690
H 6.059 0.879 24.913
H 7.066 -4.512 23.550
H 5.356 -1.382 28.483
H 7.230 -4.701 25.965
H 3.033 -7.287 25.922
H 4.394 -7.187 27.980
H 5.756 -3.419 23.846
H 3.750 -6.853 16.617
H 6.511 -6.540 22.486
H -1.231 -2.428 22.672
H 2.370 -9.838 18.033
```

Results of the Löwdin charge analysis, in e, for atoms 1 through 99: Sc 1.1340; P 0.4922; P 0.4695; O -0.1763; O -0.3094; O 0.0007; O -0.1775; O -0.2711; O -0.1678; O -0.2854; O -0.1856; N -0.0201; N 0.1777; N -0.0741; N -0.0106; N 0.2008; N 0.0280; C -0.0108; C -0.0639; C -0.0485; C -0.0368; C -0.0766; C -0.0837; C -0.1718; C -0.1423; C -0.0427; C -0.1271; C -0.3443; C -0.1658; C -0.1527; C -0.0640; C -0.0498; C -0.1372; C -0.0317; C -0.3433; C -0.0278; C -0.1573; C -0.0116; C -0.2527; C -0.1793; C -0.4473; C -0.0510; C -0.0356; C -0.3877; C -0.0307; C -0.2442; C -0.0278; C -0.0207; C -0.0926; C -0.0613; C -0.2252; C -0.4152; C -0.0386; C 0.0017; C -0.0235; C -0.3887; C -0.0242; C -0.0898; C -0.0209; H 0.0903; H 0.0989; H 0.1085; H 0.0936; H 0.0967; H 0.0853; H 0.0744; H 0.0936; H 0.0736; H 0.0888; H 0.1179; H 0.0666; H 0.0911; H 0.0875; H 0.1335; H 0.1033; H 0.0870; H 0.1131; H 0.0809; H 0.0916; H 0.1411; H 0.0911; H 0.1309; H 0.0790; H 0.0915; H 0.0945; H 0.0820; H 0.0834; H 0.0940; H 0.1215; H 0.0675; H 0.1100; H 0.0887; H 0.1368; H 0.0812; H 0.1005; H 0.0898; H 0.0739; H 0.0899; H 0.1419

4.
DFT (wB97M-V/def2-TZVPD) results for C42H57AsCl2NO4SSiY as an isolated structure.

Results
LUMO energy: 0.58 eV
Energy relative to the best compared isomer or geometry (same formula, charge and spin): 0.00 kJ/mol
Total charge: 0

Structure (XYZ):
```
110
C42H57AsCl2NO4SSiY | OMol25 | wB97M-V/def2-TZVPD
Y -0.419 0.206 0.649
As 0.918 1.909 -1.694
Cl 2.125 0.980 1.714
Cl -1.450 3.671 4.871
S -0.847 2.441 2.026
Si -1.440 -1.950 2.438
O -2.282 -1.303 1.103
O -2.122 -1.194 3.705
O 0.006 -1.438 1.968
O -1.619 -3.547 2.672
N -0.219 0.434 -1.534
C 2.070 1.967 5.552
C 2.456 -1.191 -1.716
C 2.201 1.374 -4.809
C -1.247 -2.786 -3.006
C -0.963 -4.667 2.051
C -1.057 -4.553 0.538
C -0.668 4.547 -4.507
C 5.068 2.199 -1.829
C 0.923 3.281 -5.745
C -0.598 -0.488 -2.517
C -0.284 5.140 -6.928
C -3.963 0.400 1.322
C -1.715 -5.895 2.542
C 0.016 2.782 4.616
C 3.223 3.864 -1.888
C -1.180 4.087 -2.108
C -0.836 -1.810 -2.115
C -4.525 -2.019 1.704
C 3.698 2.433 -1.851
C 2.413 1.454 4.314
C 3.315 0.045 -1.757
C 0.293 2.249 3.341
C 7.076 0.681 -1.774
C -1.225 -1.167 -4.758
C -0.408 3.790 -3.370
C 5.590 0.915 -1.773
C 1.211 2.496 -4.635
C 2.802 1.345 -1.842
C 0.544 2.764 -3.427
C -3.699 -1.034 0.893
C -1.435 -2.475 -4.346
C -2.435 -2.508 5.696
C 1.541 1.612 3.254
C -0.277 -1.289 5.286
C 0.489 -4.700 2.508
C -1.789 -1.261 5.106
C -0.003 4.316 -5.702
C 4.695 -0.142 -1.726
C -2.377 -0.001 5.719
C -0.823 -0.185 -3.865
C -3.943 -1.217 -0.596
C 0.869 2.641 5.697
H 0.532 -4.723 3.598
H -3.515 -2.478 5.541
H 7.317 -0.324 -1.429
H 2.684 4.097 -2.809
H -0.030 -1.302 6.350
H 1.433 3.069 -6.679
H 5.080 -1.155 -1.665
H -1.295 -6.804 2.109
H -2.767 -5.826 2.264
H -0.978 5.951 -6.708
H 2.547 4.080 -1.056
H -0.709 -2.089 -1.073
H 0.580 3.068 6.647
H -2.100 -4.500 0.220
H 3.083 -2.078 -1.635
H 7.588 1.395 -1.128
H -1.663 3.188 -1.719
H -1.649 -5.963 3.629
H -3.685 0.549 2.366
H -1.386 -0.897 -5.795
H -4.344 -1.890 2.772
H -5.016 0.656 1.190
H 2.278 1.109 -5.865
H -0.707 0.829 -4.211
H -1.957 4.826 -2.301
H 0.179 -0.408 4.833
H -2.040 -3.404 5.215
H -0.721 4.528 -7.719
H -2.151 0.055 6.785
H -4.988 -1.014 -0.835
H 3.195 1.651 -4.457
H 0.986 -5.594 2.127
H 5.742 3.050 -1.848
H -1.410 5.337 -4.453
H 7.488 0.795 -2.779
H 0.634 5.577 -7.324
H 3.349 0.935 4.161
H 1.773 -1.197 -0.865
H -1.747 -3.234 -5.051
H -2.241 -2.569 6.768
H -1.415 -3.797 -2.652
H -0.535 4.466 -1.313
H 1.837 -1.295 -2.608
H -3.461 0.009 5.591
H -3.705 -2.237 -0.900
H -1.967 0.880 5.225
H 0.158 -2.180 4.825
H -3.390 1.101 0.704
H -5.587 -1.857 1.511
H 4.070 4.545 -1.816
H -3.319 -0.536 -1.181
H -0.589 -5.414 0.058
H 1.023 -3.816 2.156
H 2.737 1.850 6.396
H 1.901 0.483 -4.261
H -0.540 -3.657 0.196
H -4.277 -3.044 1.424
```

Results of the Löwdin charge analysis, in e, for atoms 1 through 99: Y 1.1483; As 1.2848; Cl 0.7169; Cl 0.6715; S 0.5144; Si 0.0046; O -0.2298; O -0.0991; O -0.3845; O -0.0900; N -0.4088; C -0.0857; C -0.0443; C -0.0383; C -0.0899; C -0.6342; C -0.0255; C -0.0135; C -0.0183; C -0.0164; C -0.4128; C -0.0502; C -0.0282; C -0.0266; C -0.6967; C -0.0698; C -0.0857; C -0.0936; C -0.0178; C -0.2996; C -0.1239; C -0.2810; C -0.7215; C -0.0513; C -0.0834; C -0.2900; C -0.2672; C -0.2822; C -0.3290; C -0.3129; C -0.6176; C -0.1046; C -0.0211; C -0.6192; C -0.0134; C -0.0236; C -0.6221; C -0.2642; C -0.0162; C -0.0176; C -0.0415; C -0.0170; C -0.1173; H 0.0895; H 0.0898; H 0.0736; H 0.0719; H 0.0964; H 0.1198; H 0.1131; H 0.0891; H 0.0872; H 0.0730; H 0.0684; H 0.0667; H 0.1046; H 0.0925; H 0.0820; H 0.0779; H 0.0594; H 0.0868; H 0.0835; H 0.1025; H 0.0821; H 0.0979; H 0.0828; H 0.0894; H 0.0763; H 0.0740; H 0.0754; H 0.0822; H 0.0937; H 0.0959; H 0.0836; H 0.0904; H 0.1167; H 0.1133; H 0.0825; H 0.0808; H 0.1055; H 0.0475; H 0.0955; H 0.0902; H 0.1003; H 0.0693; H 0.0744; H 0.0914; H 0.0878; H 0.0523